1.
{
  "formula": "CH7NP2S2",
  "method": "ωB97M-V with the def2-TZVPD basis set",
  "molar_mass_g_mol": 159.16,
  "orbital_gap_ev": [6.6, 7.5],
  "e_lumo_ha": [-0.081, -0.042],
  "e_homo_ev": [-8.8, -8.7],
  "charge": 0,
  "total_energy_ha": -1576.0070,
  "species": ["S", "S", "P", "P", "N", "C", "H", "H", "H", "H", "H", "H", "H"],
  "positions_angstrom": [[-3.495239, -0.575770, -0.824334], [1.625587, -1.829514, 0.122252], [-1.743685, -1.096766, 0.128730], [-0.168944, 1.168541, -0.394606], [1.650005, -1.896613, -1.538181], [-1.113363, 0.417259, 1.049369], [-0.394723, 0.109242, 1.838758], [-2.388946, -1.426276, 1.386988], [1.088070, -1.106163, -1.897745], [2.535781, -2.055446, -1.861446], [-1.891275, 1.099088, 1.433482], [-1.238744, 1.587881, -1.210391], [-0.329234, 2.313879, 0.314158]],
  "forces_ev_per_angstrom": [[0.7, 0.0, 0.0], [0.1, -0.5, 0.0], [-1.8, 0.3, 2.5], [0.2, 0.2, 0.6], [-3.2, 1.6, 2.1], [0.3, -0.4, -1.8], [-0.4, 0.1, -0.6], [0.1, -1.1, -0.8], [0.8, -0.8, -0.4], [2.4, -0.3, -1.6], [0.3, -0.6, -0.2], [-0.4, -0.4, 0.0], [0.8, 1.9, 0.1]],
  "lowdin_charge": [0.126, 0.466, 0.278, 0.664, -0.433, -0.789, 0.031, -0.073, -0.005, -0.033, 0.035, -0.129, -0.137]
}

***

2.
{
  "formula": "C33H67F2N3O27S2Zn",
  "method": "ωB97M-V with the def2-TZVPD basis set",
  "molar_mass_g_mol": 1105.41,
  "e_above_lowest_kcal_mol": 35.6,
  "orbital_gap_ev": 8.9,
  "e_lumo_ha": -0.007,
  "e_homo_ev": -9.1,
  "charge": 0,
  "total_energy_ha": -6268.7115,
  "species": ["Zn", "S", "S", "F", "F", "O", "O", "O", "O", "O", "O", "O", "O", "O", "O", "O", "O", "O", "O", "O", "O", "O", "O", "O", "O", "O", "O", "O", "O", "O", "O", "O", "N", "N", "N", "C", "C", "C", "C", "C", "C", "C", "C", "C", "C", "C", "C", "C", "C", "C", "C", "C", "C", "C", "C", "C", "C", "C", "C", "C", "C", "C", "C", "C", "C", "C", "C", "C", "H", "H", "H", "H", "H", "H", "H", "H", "H", "H", "H", "H", "H", "H", "H", "H", "H", "H", "H", "H", "H", "H", "H", "H", "H", "H", "H", "H", "H", "H", "H", "H", "H", "H", "H", "H", "H", "H", "H", "H", "H", "H", "H", "H", "H", "H", "H", "H", "H", "H", "H", "H", "H", "H", "H", "H", "H", "H", "H", "H", "H", "H", "H", "H", "H", "H", "H"],
  "positions_angstrom": [[2.099350, 1.405598, -2.215814], [4.768020, -0.368612, -1.490859], [5.039829, 0.862397, -3.607939], [3.649922, -0.575783, -0.370620], [4.074862, 1.834824, -4.473794], [4.209953, -0.665249, 4.144610], [-3.105910, 0.023084, -5.028275], [-2.755266, -4.285754, -0.066200], [-3.246939, 2.852521, 6.458800], [1.517996, 1.461293, -0.243887], [-1.324673, -0.814348, 1.987626], [4.857602, -2.389609, 1.908003], [5.062569, -0.257363, -4.478093], [0.252149, -2.270860, -1.364023], [4.906288, -1.681118, -2.005753], [0.516522, -1.905935, 2.719239], [1.293474, 3.278545, -5.800591], [5.835468, 0.186089, -0.741398], [2.325754, -2.483620, -1.906141], [-3.686610, 1.696594, -3.645401], [1.380349, -0.600628, -2.414972], [2.133011, 2.253550, 4.954597], [-0.740587, -6.102882, 0.192483], [-1.297039, -2.026231, 3.889363], [0.050490, 2.059017, -1.738272], [6.195389, 1.631330, -3.380676], [-5.179413, 0.250807, -4.177276], [-3.545041, -1.488984, 0.516906], [1.333204, 1.824832, -4.111261], [0.523899, 1.335668, -6.154739], [-2.908277, 2.633419, 4.360106], [-4.891882, 1.948695, 5.183710], [2.760223, 3.533420, -1.949333], [-3.497290, 4.653789, 0.575345], [3.954996, 0.736559, -2.336599], [4.739366, -0.248104, 2.908731], [-1.067953, -5.582080, -1.077945], [1.275059, -1.716681, -1.977291], [2.639576, 4.575608, -1.499685], [1.094948, 2.096640, -5.256088], [-3.288512, 2.195338, 3.056768], [3.324776, 1.523426, 4.843743], [-0.025570, 0.064613, -5.810991], [0.515534, -6.755088, 0.225269], [-0.754687, -1.515097, 2.786654], [3.074968, 0.055998, 4.574974], [1.947781, 4.221530, -4.968716], [0.323684, 1.809500, -0.532182], [-1.103681, -1.782178, -1.359740], [-4.297183, -2.642503, 0.811925], [-0.692080, 2.087892, 0.497276], [-2.527119, -5.226330, -1.068783], [-5.602430, -0.848000, -4.979132], [1.558430, 2.552878, 3.700222], [-3.779906, -0.448612, 1.439652], [5.629561, -1.311196, 2.316363], [-2.406985, 2.314805, -3.854913], [-3.799994, 2.440868, 5.325242], [-4.059070, -3.787383, -0.113496], [-2.030913, 5.167975, -1.516531], [2.468783, 5.877646, -0.893651], [-3.904645, 0.585513, -4.320082], [-4.076480, 2.981149, 7.598066], [5.614952, -3.386882, 1.253603], [1.273080, -1.486173, 1.573816], [2.308120, -3.780178, -1.288350], [-2.666763, -1.711352, 4.150921], [-2.862319, 4.879910, -0.349875], [-0.483229, -4.669367, -1.243012], [-2.915717, -0.675046, 3.921796], [-2.222683, 2.522498, -4.912865], [4.001923, 1.967742, 4.101669], [1.744755, 6.503038, -1.399386], [-3.088212, 0.354331, 1.209012], [6.426324, -1.582207, 3.019781], [-0.727206, -0.166421, -6.602763], [0.511374, 2.787723, 3.879849], [-2.797585, -4.831065, -2.057822], [3.451091, 6.348698, -0.826974], [2.312770, -1.686478, 1.835382], [-2.601766, 5.581182, -2.339404], [-2.805758, -1.866517, 5.214582], [-4.890051, -4.508019, -0.054859], [-1.306085, -1.076915, -2.169167], [-3.322994, -2.326035, 3.534236], [-2.444393, 3.281944, -3.359911], [-5.367005, -2.374782, 0.850561], [-6.584185, -1.130289, -4.627821], [1.038316, -2.117955, 0.720876], [-4.321613, 2.370350, 2.759476], [6.057844, -0.781628, 1.453026], [-3.149046, 1.114464, 2.943056], [1.781880, -4.500175, -1.917418], [2.092727, 3.398147, 3.247690], [1.353119, -6.048796, 0.310705], [-1.303226, 5.906886, -1.160952], [1.180120, -0.420009, 1.392227], [-0.979009, 3.138536, 0.482339], [3.998606, 0.009713, 2.138173], [-1.752374, -2.637748, -1.493036], [2.918055, 3.849838, -4.638556], [3.882994, 1.602716, 5.780536], [-4.065350, -2.970238, 1.843734], [-1.575547, 1.483820, 0.320378], [1.841443, -3.760293, -0.307483], [-0.449548, -0.001050, -4.817977], [-5.640804, -0.556188, -6.037635], [-0.907260, -6.375377, -1.816178], [2.041520, 5.152370, -5.514876], [2.681376, -0.458509, 5.454295], [-4.227803, -3.393822, -1.132681], [6.535333, -3.584071, 1.822044], [2.187963, 5.731236, 0.152073], [-4.814782, -0.100863, 1.319971], [1.615969, 1.710071, 3.003322], [3.359902, -4.045920, -1.258000], [5.064007, -4.322172, 1.209864], [-1.588342, 1.749279, -3.415740], [-0.335585, 1.858532, 1.498058], [-4.429292, 4.008211, 7.707243], [0.537324, -7.370955, 1.125725], [-1.305019, -1.277958, -0.419618], [-3.118616, -6.113528, -0.814402], [0.771271, -0.680244, -5.911894], [-4.906352, 2.277954, 7.609022], [5.351063, 0.652336, 3.057069], [-4.857691, -1.641449, -5.025091], [-2.611336, 2.675958, 2.359970], [2.255217, -0.096915, 3.853119], [-3.576361, -0.722246, 2.482313], [5.885583, -3.023342, 0.255590], [-3.461137, 2.790111, 8.477333], [-1.398421, 4.312975, -1.764181], [1.382667, 4.422783, -4.053698], [0.664126, -7.417358, -0.637335]],
  "forces_ev_per_angstrom": [[-0.9, 0.2, 0.2], [-1.5, -1.5, 4.2], [-2.7, 1.6, -3.1], [-0.2, 0.4, -0.3], [0.3, 0.2, 0.6], [-0.2, 0.0, 0.2], [0.1, -0.2, 0.1], [-0.2, 0.4, 0.7], [0.2, 0.2, 0.1], [-0.6, -0.3, 0.4], [0.6, 0.0, 0.2], [-0.5, -0.9, 0.1], [0.4, -0.6, 0.6], [-0.8, -0.5, -0.5], [0.3, 0.2, -0.9], [-0.4, 0.0, 0.3], [0.2, 0.4, -0.3], [0.7, 0.5, -0.4], [0.6, -0.6, -0.4], [0.3, 0.5, 0.4], [-1.0, 0.7, -0.9], [-0.2, -0.1, 0.2], [0.2, -0.4, 0.1], [0.1, 0.0, 0.2], [-0.3, -0.1, 0.0], [0.5, 0.2, 0.8], [-0.2, -0.2, 0.3], [0.2, -0.5, -0.3], [0.3, -0.6, 0.7], [-0.3, 0.2, -0.2], [-0.1, 0.1, -0.2], [0.1, 0.1, 0.2], [0.0, -0.2, -0.1], [-0.2, 0.0, 0.3], [3.3, -1.0, -1.6], [0.4, 0.2, 0.0], [0.0, -0.1, 0.7], [0.3, -0.4, 1.6], [-0.2, 0.0, 0.0], [-0.6, 0.1, -0.8], [0.2, -0.8, -0.6], [0.8, 0.1, 0.3], [0.9, -1.0, -0.4], [-0.1, 0.0, 0.4], [0.5, -0.1, -0.2], [-0.8, -0.8, -0.5], [0.3, 0.4, 0.9], [1.3, 0.8, -0.9], [0.0, 0.9, -0.4], [-0.2, 0.2, 1.7], [-0.3, -0.2, 1.1], [0.1, -0.5, 0.2], [0.4, 0.0, -1.1], [0.2, 0.0, 0.0], [-0.7, 0.2, -0.4], [0.0, 1.3, -0.1], [0.2, 0.4, -0.1], [-0.3, -0.4, -0.2], [-0.7, 1.0, -1.9], [0.9, 0.3, 1.0], [0.7, 0.0, 0.9], [0.0, 0.2, -0.8], [-0.1, 0.0, 0.9], [0.5, 0.5, 0.2], [0.7, -0.2, 0.4], [0.0, 0.0, -0.5], [0.2, 0.2, 0.1], [0.0, -0.1, -0.6], [0.1, -0.2, -0.4], [0.5, 0.0, 0.4], [-0.1, -0.4, 0.0], [-0.3, -0.1, -0.2], [0.0, 0.0, -0.2], [-0.2, -0.1, -0.3], [0.0, -0.2, 0.0], [-0.4, 0.2, 0.2], [0.0, 0.2, -0.1], [-0.2, -0.1, 0.0], [-0.1, 0.2, -0.3], [0.0, 0.0, 0.1], [0.0, -0.2, -0.1], [-0.1, -0.3, 0.0], [0.5, -0.4, 0.7], [0.4, 0.0, -0.1], [0.1, -0.2, 0.4], [-0.2, -0.2, 0.1], [0.0, -0.2, -0.3], [0.0, -0.2, 0.1], [-0.3, 0.4, 0.0], [0.0, 0.5, 0.4], [0.4, -0.4, 0.0], [0.2, 0.5, 0.5], [0.0, 0.1, 0.0], [-0.2, 0.0, -0.1], [-0.1, 0.0, -0.2], [-0.2, 0.2, -0.3], [-0.3, 0.0, -0.3], [0.0, 0.0, -0.2], [-0.4, -0.1, 0.4], [0.1, -0.1, 0.2], [0.0, 0.1, -0.3], [-0.3, 0.2, 0.1], [0.0, 0.0, -0.2], [-0.2, 0.0, -0.1], [0.2, 0.1, 0.1], [-0.2, 0.4, 0.1], [-0.3, 0.3, 0.2], [0.2, 0.3, -0.4], [0.0, -0.1, -0.3], [0.4, 0.2, 0.2], [0.1, 0.2, -0.1], [0.0, 0.0, -0.1], [-0.3, 0.0, -0.1], [0.0, 0.1, 0.2], [0.0, 0.0, 0.0], [0.0, -0.1, 0.3], [-0.3, 0.1, -0.1], [-0.1, -0.2, 0.0], [0.1, -0.1, 0.0], [-0.2, -0.1, -0.3], [-0.1, 0.0, 0.0], [0.0, -0.2, 0.2], [0.0, -0.2, -0.4], [0.0, 0.1, 0.3], [0.0, 0.1, -0.3], [0.1, -0.1, -0.1], [-0.2, -0.2, 0.7], [-0.1, 0.2, 0.1], [0.2, 0.3, -0.2], [-0.6, 0.0, -1.2], [0.0, -0.3, -0.1], [0.1, -0.1, -0.2], [-0.4, -0.2, -0.3], [-0.2, -0.2, -0.2], [0.0, 0.1, 0.0]],
  "lowdin_charge": [0.631, 0.478, 0.543, -0.165, -0.205, -0.107, 0.111, -0.118, 0.011, -0.064, 0.100, -0.182, -0.231, -0.017, -0.230, 0.025, 0.046, -0.239, 0.008, 0.029, 0.101, -0.167, -0.169, 0.037, -0.059, -0.217, 0.016, -0.170, 0.075, 0.044, 0.021, 0.121, 0.222, 0.155, -0.303, -0.207, -0.202, -0.591, -0.170, -0.595, -0.041, -0.215, -0.010, -0.099, -0.558, -0.189, -0.039, -0.667, 0.039, -0.200, 0.013, -0.216, -0.041, -0.099, -0.141, -0.231, -0.013, -0.615, -0.215, -0.066, -0.023, -0.626, -0.045, -0.089, -0.002, 0.000, -0.016, -0.271, 0.106, 0.068, 0.109, 0.117, 0.085, 0.055, 0.135, 0.097, 0.089, 0.132, 0.097, 0.089, 0.086, 0.107, 0.137, 0.103, 0.082, 0.068, 0.135, 0.094, 0.079, 0.106, 0.110, 0.045, 0.097, 0.091, 0.076, 0.080, 0.082, 0.071, 0.123, 0.076, 0.077, 0.132, 0.119, 0.081, 0.083, 0.077, 0.101, 0.131, 0.100, 0.136, 0.128, 0.090, 0.097, 0.112, 0.068, 0.102, 0.084, 0.073, 0.071, 0.097, 0.090, 0.082, 0.138, 0.106, 0.093, 0.126, 0.091, 0.065, 0.103, 0.029, 0.084, 0.093, 0.054, 0.081, 0.089]
}